C22H42N2O4 | wB97M-V/def2-TZVPD

```
70
Properties=species:S:1:pos:R:3:mulliken_charge:R:1
H -0.008 5.605 2.105 0.239
N -0.355 4.691 1.813 -0.497
C 0.529 3.804 1.979 -0.603
C 0.233 2.375 1.622 -0.500
C 1.094 1.866 0.462 2.021
C 0.753 2.584 -0.864 -1.927
C 0.085 1.876 -2.068 -0.616
C -1.354 2.313 -2.351 -1.260
C -2.388 2.006 -1.266 1.298
C -3.582 2.963 -1.302 -0.902
C -3.227 4.393 -0.881 -1.054
O 2.485 2.236 0.758 -0.548
C 2.988 1.313 1.602 0.289
O 3.988 1.434 2.214 -0.577
O 2.192 0.224 1.640 -0.410
C 1.235 0.314 0.562 1.659
C 1.855 -0.338 -0.692 -1.073
C 3.057 -1.275 -0.483 -1.217
C 2.768 -2.685 0.035 -1.173
C 2.417 -2.809 1.519 0.208
C 3.577 -2.450 2.457 -0.690
N 4.170 -3.671 3.033 -0.694
O 0.104 -0.286 1.105 -0.551
C -1.017 -0.580 0.270 0.225
C -1.145 -2.072 -0.026 2.522
C -1.719 -2.847 1.180 -1.752
C -1.915 -2.314 -1.338 1.144
C -3.444 -2.224 -1.175 -1.800
C -1.492 -3.650 -1.960 -1.613
H 1.521 4.030 2.382 0.453
H 0.383 1.740 2.500 0.677
H -0.821 2.325 1.353 0.067
H 1.704 3.005 -1.197 0.456
H 0.128 3.446 -0.607 0.569
H 0.150 0.791 -2.015 0.280
H 0.665 2.149 -2.954 0.352
H -1.335 3.393 -2.540 0.373
H -1.676 1.843 -3.286 0.406
H -1.925 2.052 -0.275 -0.475
H -2.749 0.978 -1.385 -0.215
H -4.000 2.961 -2.315 0.380
H -4.363 2.575 -0.642 0.404
H -2.883 4.999 -1.722 0.281
H -4.090 4.899 -0.444 0.406
H -2.435 4.396 -0.126 0.182
H 2.185 0.476 -1.341 0.619
H 1.084 -0.873 -1.253 0.075
H 3.815 -0.793 0.140 0.354
H 3.516 -1.385 -1.470 0.456
H 1.977 -3.129 -0.582 0.261
H 3.662 -3.292 -0.145 0.429
H 2.137 -3.852 1.708 0.834
H 1.541 -2.204 1.764 -0.253
H 4.369 -1.945 1.897 0.189
H 3.237 -1.744 3.222 0.381
H 3.424 -4.233 3.433 0.232
H 4.767 -3.424 3.815 0.257
H -1.894 -0.230 0.825 0.775
H -0.988 0.000 -0.654 -1.628
H -0.129 -2.442 -0.179 -1.452
H -2.094 -2.168 1.949 0.368
H -0.950 -3.457 1.658 0.362
H -2.528 -3.519 0.890 0.447
H -1.618 -1.521 -2.036 0.224
H -3.735 -1.674 -0.276 0.316
H -3.900 -1.734 -2.037 0.370
H -3.894 -3.217 -1.099 0.505
H -1.375 -4.417 -1.189 0.277
H -2.228 -3.999 -2.688 0.484
H -0.535 -3.551 -2.479 0.373
```

Properties
SMILES: [H]/N=C/C[C@@]1(CCCCCC)OC(=O)O[C@@]1(CCCCCN)OC[C@@H](C)C(C)C
Kohn-Sham gap: 9.68 eV
highest occupied orbital energy: -9.053 eV